[1]
{
  "formula": "C6H9N",
  "method": "wB97M-V/def2-TZVPD",
  "symbols": ["C", "C", "C", "C", "C", "C", "N", "H", "H", "H", "H", "H", "H", "H", "H", "H"],
  "coordinates": [[2.5051, -0.2603, 0.1566], [1.0362, 0.0252, 0.1191], [-0.0288, -0.7508, -0.1448], [-1.2664, 0.0059, -0.0174], [-2.6183, -0.5519, -0.3453], [-1.1025, 1.2757, 0.4572], [0.4766, 1.3389, 0.3861], [2.9516, -0.0880, 1.1450], [2.6782, -1.3130, -0.0883], [3.0676, 0.3406, -0.5673], [0.0336, -1.8011, -0.4167], [-3.3692, 0.2323, -0.2177], [-2.8782, -1.3877, 0.3127], [-2.6768, -0.9128, -1.3801], [0.2316, 1.9049, -0.4483], [0.9597, 1.9422, 1.0493]],
  "nbo_charge": [-0.644, 0.084, -0.197, -0.237, -0.620, -0.163, -0.629, 0.217, 0.235, 0.218, 0.219, 0.231, 0.206, 0.205, 0.453, 0.421],
  "gap_ev": 8.664,
  "multiplicity": 1,
  "homo_energy_ev": -8.0,
  "e_above_lowest_kj_mol": 347.8,
  "lumo_ev": 0.7
}

[2]
{
  "formula": "H19O10",
  "method": "wB97M-V/def2-TZVPD",
  "symbols": ["O", "H", "H", "O", "H", "H", "O", "H", "H", "O", "H", "H", "O", "H", "H", "O", "H", "H", "O", "H", "H", "O", "H", "H", "O", "H", "O", "H", "H"],
  "coordinates": [[1.5220, 1.2535, 0.3294], [-1.8707, -1.7859, -2.5314], [1.3940, 2.1833, -2.7755], [-1.0795, -3.1397, -0.1997], [-0.3417, -3.7909, 0.1048], [-0.0096, 0.9462, -0.6707], [0.3633, 3.2640, 1.2491], [-0.7375, -2.4106, 0.2288], [1.1166, 3.5283, 1.9270], [-3.3070, -0.4012, 0.0566], [2.1012, 0.1163, 0.3030], [1.6627, 1.4004, 1.3017], [2.6014, -0.9565, 0.5048], [-1.6372, 0.9739, -0.6494], [-3.6553, -0.7794, -0.6392], [0.8175, -2.3948, 2.3147], [0.8408, -1.4468, 1.9211], [1.6118, -2.6908, 1.9184], [-0.9808, 0.4756, 1.5836], [-1.7536, 1.1089, 1.7179], [-0.6094, -1.3926, -1.7966], [-0.8935, -1.8959, -2.6018], [1.4573, 3.0233, -1.4134], [3.4837, -0.9552, 0.1734], [1.6448, 3.1488, -2.4241], [0.6959, 2.3819, 0.9396], [-0.8426, 0.5785, -0.9905], [-2.2973, -0.6736, 0.3111], [-0.2154, 0.8051, 1.0527]],
  "nbo_charge": [-1.134, 0.450, 0.473, -0.935, 0.469, 0.501, -0.984, 0.465, 0.446, -0.994, 0.505, 0.450, -1.139, 0.490, 0.455, -0.970, 0.495, 0.474, -1.012, 0.490, 0.494, -0.949, 0.499, 0.445, -0.974, 0.469, -1.005, 0.528, 0.498],
  "gap_ev": 9.652,
  "total_charge": -1,
  "multiplicity": 1,
  "homo_energy_ev": -6.5,
  "e_above_lowest_kj_mol": 300.8,
  "lumo_ev": 3.2
}

[3]
{
  "formula": "C10H15F10NO4P",
  "method": "wB97M-V/def2-TZVPD",
  "symbols": ["F", "N", "C", "F", "F", "C", "F", "F", "C", "F", "F", "C", "F", "F", "F", "O", "P", "O", "C", "C", "O", "C", "C", "O", "C", "C", "H", "H", "H", "H", "H", "H", "H", "H", "H", "H", "H", "H", "H", "H", "H"],
  "coordinates": [[3.6333, -2.6400, 1.9341], [3.7449, -2.6207, 0.5084], [2.4985, -2.5346, -0.0123], [2.1255, -1.1316, -0.1708], [1.4953, -3.0749, 0.7455], [2.5864, -3.1163, -1.4362], [3.5130, -2.4257, -2.1132], [1.3940, -2.8461, -2.0543], [2.8179, -4.6654, -1.5010], [1.8213, -5.1861, -2.2721], [2.7392, -5.2833, -0.3299], [4.1462, -5.1036, -2.1745], [5.1836, -4.7729, -1.4454], [4.2709, -4.6826, -3.4178], [4.1694, -6.4507, -2.2323], [-0.0005, 2.3042, -0.7664], [-0.7630, 2.0598, 0.5068], [-2.0464, 1.2283, -0.1047], [-1.8218, -0.0998, -0.5921], [-1.6407, -1.0933, 0.5403], [-1.4098, 3.5816, 0.6389], [-0.6703, 4.7194, 0.2023], [-1.2158, 5.2195, -1.1204], [-1.2109, 1.7264, 2.0721], [-2.3030, 2.3351, 2.7563], [-3.6703, 1.9796, 2.2141], [-0.9532, -0.1138, -1.2557], [-2.6973, -0.3693, -1.1856], [-0.7328, -0.8777, 1.1089], [-1.5643, -2.1090, 0.1508], [-2.4792, -1.0436, 1.2376], [0.3933, 4.4928, 0.1293], [-0.7828, 5.4955, 0.9648], [-1.2906, 4.4139, -1.8505], [-0.5815, 6.0078, -1.5317], [-2.2235, 5.6201, -0.9875], [-2.1700, 3.4143, 2.8223], [-2.2348, 1.9645, 3.7830], [-3.8527, 2.4521, 1.2494], [-4.4443, 2.3237, 2.9044], [-3.7732, 0.9022, 2.0850]],
  "nbo_charge": [-0.338, -0.408, 0.641, -0.442, -0.351, 0.585, -0.303, -0.333, 0.559, -0.323, -0.283, 0.923, -0.288, -0.305, -0.332, -0.935, 2.446, -0.815, -0.072, -0.635, -0.843, -0.056, -0.629, -0.807, -0.037, -0.636, 0.202, 0.174, 0.225, 0.225, 0.193, 0.191, 0.165, 0.227, 0.203, 0.198, 0.188, 0.180, 0.226, 0.205, 0.215],
  "gap_ev": 5.182,
  "total_charge": -1,
  "multiplicity": 1,
  "homo_energy_ev": -3.7,
  "lumo_ev": 1.5
}

[4]
{
  "formula": "C18H18N2O3S",
  "method": "wB97M-V/def2-TZVPD",
  "symbols": ["C", "C", "C", "C", "C", "C", "C", "H", "H", "O", "C", "C", "H", "H", "S", "C", "N", "C", "C", "C", "C", "C", "C", "N", "C", "C", "O", "O", "H", "H", "H", "H", "H", "H", "H", "H", "H", "H", "H", "H", "H", "H"],
  "coordinates": [[-0.6821, 6.6457, 1.3764], [-0.6684, 5.3055, 1.6952], [-1.5376, 4.8351, 2.6116], [-1.4720, 3.3664, 2.9326], [-0.4867, 2.4745, 2.2372], [0.1473, 2.8309, 1.2399], [0.1166, 4.1014, 1.0501], [0.8687, 4.6877, 0.0383], [0.8117, 2.2623, 0.5014], [-0.7821, 1.1377, 2.5755], [-0.1756, 0.1454, 1.6548], [-0.3929, -1.2358, 2.1853], [-0.1225, -1.2110, 3.5231], [-1.5343, -1.4448, 2.0323], [0.7816, -2.4451, 1.6394], [0.0485, -2.6592, 0.1139], [-0.8562, -1.8972, -0.2375], [-1.0186, -2.2900, -1.6623], [-1.9431, -1.6526, -2.7670], [-1.8544, -2.3690, -3.9601], [-0.6435, -3.2044, -4.3478], [0.0291, -3.7798, -3.3708], [-0.0840, -3.1293, -2.1091], [0.5673, -3.4565, -0.8480], [1.9982, -3.9305, -0.9406], [3.1206, -3.0767, -0.8080], [3.2209, -2.0061, -0.8623], [4.1893, -3.7751, -0.8298], [5.0061, -3.3966, -0.7281], [1.9123, -4.5231, 0.3927], [1.9634, -4.8147, -1.5317], [1.0865, -4.3016, -3.6404], [-0.6839, -3.5435, -5.3006], [-2.3223, -2.0351, -4.6806], [-2.6403, -1.1436, -2.4197], [-0.4354, 0.2672, 0.6321], [1.1459, 0.4382, 1.8895], [-2.3473, 2.8069, 3.7971], [-2.1260, 5.3234, 3.1646], [-1.2948, 7.0913, 1.9552], [0.3319, 6.9851, 1.4653], [-1.2419, 6.6166, 0.3406]],
  "nbo_charge": [-0.624, -0.018, -0.210, -0.215, 0.276, -0.395, -0.081, 0.159, 0.263, -0.524, -0.070, -0.594, 0.242, 0.272, 0.322, 0.230, -0.503, 0.123, -0.132, -0.187, -0.186, -0.219, 0.050, -0.396, -0.267, 0.723, -0.523, -0.697, 0.500, 0.215, 0.258, 0.215, 0.207, 0.170, 0.183, 0.213, 0.143, 0.231, 0.184, 0.209, 0.230, 0.222],
  "gap_ev": 7.932,
  "multiplicity": 1,
  "homo_energy_ev": -7.6,
  "e_above_lowest_kj_mol": 1568.4,
  "lumo_ev": 0.3
}

[5]
{
  "formula": "C15H28N3O11",
  "method": "wB97M-V/def2-TZVPD",
  "symbols": ["C", "C", "O", "O", "C", "C", "C", "O", "O", "N", "C", "N", "C", "C", "C", "N", "O", "H", "H", "H", "H", "H", "H", "H", "H", "H", "H", "H", "H", "H", "H", "H", "H", "C", "O", "C", "O", "O", "C", "H", "H", "H", "H", "H", "H", "C", "O", "C", "O", "O", "C", "H", "H", "H", "H", "H", "H"],
  "coordinates": [[1.4462, -3.9014, 3.8336], [0.1891, -4.3231, 3.1186], [0.0289, -5.4425, 2.7157], [-0.7223, -3.3458, 3.0501], [-1.5564, -3.3098, 1.8637], [-2.8954, -2.6658, 2.1636], [-3.7410, -2.5801, 0.8703], [-4.9484, -2.8667, 1.0141], [-3.1314, -2.2100, -0.1538], [-2.7962, -1.4005, 2.9012], [-4.0328, -1.0894, 3.6196], [-3.9256, -1.2861, 5.0694], [-2.2092, -0.2804, 2.1736], [-0.6736, -0.2405, 2.3134], [0.0981, -0.4482, 1.0430], [1.3700, -1.0360, 1.2359], [-0.2746, -0.0905, -0.0446], [1.5769, -2.8230, 3.8397], [2.2988, -4.4297, 3.4209], [1.3335, -4.2096, 4.8757], [-1.7645, -4.3224, 1.5233], [-1.0428, -2.7979, 1.0484], [-3.4180, -3.3595, 2.8263], [-4.8102, -1.7656, 3.2632], [-4.3599, -0.0730, 3.4092], [-2.9845, -1.0292, 5.3477], [-3.9962, -2.2800, 5.2534], [-2.4729, -0.2314, 1.1134], [-2.5878, 0.6339, 2.6304], [-0.3455, -0.9269, 3.0912], [-0.3653, 0.7541, 2.6528], [1.7614, -1.2323, 0.3179], [1.2398, -1.9376, 1.6885], [1.7999, 0.5955, -2.0561], [2.4185, 1.0785, -3.2649], [3.5579, 0.4823, -3.5790], [4.1049, -0.3958, -2.9652], [4.0156, 1.0285, -4.7156], [5.2476, 0.4727, -5.1727], [0.8850, 1.1584, -1.9191], [1.5528, -0.4580, -2.1504], [2.4591, 0.7599, -1.2059], [5.1366, -0.5897, -5.3816], [6.0351, 0.6240, -4.4367], [5.4967, 1.0012, -6.0888], [1.6480, 3.7027, -4.7639], [1.6308, 4.6053, -3.6513], [0.4258, 5.0806, -3.3530], [-0.5980, 4.8374, -3.9348], [0.5435, 5.8820, -2.2904], [-0.6916, 6.4509, -1.8533], [2.6791, 3.3924, -4.8936], [1.0384, 2.8293, -4.5565], [1.2988, 4.2025, -5.6667], [-1.3908, 5.6711, -1.5582], [-1.1312, 7.0648, -2.6373], [-0.4510, 7.0705, -0.9942]],
  "nbo_charge": [-0.727, 0.803, -0.597, -0.533, -0.091, -0.173, 0.734, -0.769, -0.771, -0.476, -0.057, -0.844, -0.229, -0.534, 0.702, -0.854, -0.591, 0.224, 0.233, 0.238, 0.215, 0.196, 0.196, 0.214, 0.165, 0.345, 0.346, 0.239, 0.185, 0.237, 0.229, 0.373, 0.376, -0.261, -0.502, 0.981, -0.645, -0.508, -0.254, 0.222, 0.202, 0.188, 0.192, 0.191, 0.189, -0.255, -0.495, 0.977, -0.641, -0.498, -0.255, 0.202, 0.205, 0.181, 0.199, 0.188, 0.190],
  "gap_ev": 6.560,
  "total_charge": -1,
  "multiplicity": 1,
  "homo_energy_ev": -4.3,
  "lumo_ev": 2.2
}

[6]
{
  "formula": "C4H8O3",
  "method": "wB97M-V/def2-TZVPD",
  "symbols": ["C", "O", "C", "O", "C", "C", "O", "H", "H", "H", "H", "H", "H", "H", "H"],
  "coordinates": [[2.5681, -0.0450, 0.4776], [1.1839, 0.3348, 0.5206], [0.3550, -0.4838, -0.1251], [0.6531, -1.4594, -0.7499], [-1.2167, -0.0925, 0.3000], [-1.2139, 0.6704, -0.9339], [-1.9894, -1.1207, 0.3323], [2.7102, -1.0146, 0.9600], [3.0960, 0.7355, 1.0225], [2.9177, -0.0998, -0.5558], [-1.0706, 0.5246, 1.2022], [-0.8258, 1.6876, -0.9783], [-3.0454, 0.4778, -0.8792], [-1.2684, 0.1091, -1.8632], [-3.0665, -0.2444, -0.4432]],
  "nbo_charge": [-0.264, -0.508, 0.811, -0.539, 0.020, -0.215, -0.639, 0.202, 0.202, 0.198, 0.178, 0.221, -0.064, 0.228, 0.169],
  "gap_ev": [8.798, 8.799],
  "multiplicity": 1,
  "homo_energy_ev": [-9.6, -9.6],
  "e_above_lowest_kj_mol": 557.0,
  "lumo_ev": [-0.8, -0.8]
}

[7]
{
  "formula": "C4H14N2O",
  "method": "wB97M-V/def2-TZVPD",
  "symbols": ["C", "N", "C", "C", "C", "N", "H", "H", "H", "H", "H", "H", "H", "H", "H", "H", "H", "H", "O", "H", "H"],
  "coordinates": [[0.6489, -2.8640, -0.5510], [0.5241, -1.5272, 0.0647], [-0.1965, -0.5530, -0.7366], [0.6762, 0.6988, -0.9804], [-0.1299, 1.9037, -1.4441], [-1.2651, 2.3477, -0.5944], [1.1154, -2.6809, -1.5179], [-0.3606, -3.2563, -0.7071], [1.2696, -3.5659, -0.0252], [0.1399, -1.6257, 0.9902], [-0.5343, -0.9197, -1.7022], [-1.0412, -0.1987, -0.1495], [1.1072, 0.9299, -0.0044], [1.4296, 0.5254, -1.7450], [0.4888, 2.7971, -1.5761], [-0.5530, 1.7766, -2.4477], [-1.1053, 2.0822, 0.3481], [-2.0822, 1.8056, -0.8584], [-0.3370, 0.8750, 4.3149], [-0.2078, 0.0323, 4.7622], [0.4133, 1.4171, 4.5598]],
  "nbo_charge": [-0.408, -0.639, -0.228, -0.414, -0.225, -0.823, 0.189, 0.164, 0.201, 0.356, 0.182, 0.180, 0.202, 0.205, 0.189, 0.180, 0.344, 0.344, -0.939, 0.469, 0.471],
  "gap_ev": 9.245,
  "smiles": "CNCCCN.O",
  "multiplicity": 1,
  "homo_energy_ev": -8.5,
  "e_above_lowest_kj_mol": 157.6,
  "lumo_ev": 0.8
}